{"formula": "C7H16ClN2", "method": "the ωB97M-V functional and the def2-TZVPD basis", "de_lowest_ev": 2.885, "energy_ev": -23011.7527, "charge": 1, "spin_multiplicity": 1, "elements": ["C", "C", "C", "C", "C", "C", "C", "N", "N", "Cl", "H", "H", "H", "H", "H", "H", "H", "H", "H", "H", "H", "H", "H", "H", "H", "H"], "xyz": [[1.14923, 1.99689, 1.18179], [-0.87699, 0.93439, 0.43446], [0.73111, -1.45413, -0.69209], [-2.14398, 0.15313, 0.71323], [-0.98393, 1.94920, -0.63894], [1.12833, -2.04302, -2.08947], [0.92486, -2.17205, 0.52990], [-0.08117, 1.28798, 1.48716], [0.02190, -0.36308, -0.68846], [-0.05093, 0.27077, 2.92954], [1.86934, 1.75188, 1.94621], [1.77195, 1.58797, 0.34528], [-2.56723, -0.23407, -0.13804], [-2.83642, 0.87596, 1.01608], [-2.06980, -0.61303, 1.39827], [-1.59467, 1.50466, -1.32995], [0.00501, 2.25814, -1.05175], [-1.54260, 2.78872, -0.19317], [1.76930, -3.01998, -2.27160], [1.67383, -1.11702, -2.36686], [0.26112, -2.08360, -2.66002], [0.10498, -2.77756, 0.36965], [0.70662, -1.58890, 1.48360], [1.78537, -2.87463, 0.54642], [-0.12466, -0.04758, -1.64341], [0.96943, 3.02898, 1.38216]], "atomic_forces_ev_per_a": [[1.488, -1.252, 1.266], [0.457, -1.606, 1.272], [-0.724, 0.673, -1.318], [1.590, 1.910, -0.153], [1.430, 1.527, 1.514], [2.557, 0.535, 1.688], [1.792, 0.448, 2.182], [-0.395, -1.165, -0.446], [1.000, -0.672, -0.694], [-0.072, 0.786, -1.037], [0.005, -0.119, 0.821], [-1.332, 0.879, -0.188], [-0.586, -0.914, -2.352], [-1.227, 1.118, 1.020], [0.411, -1.397, 1.665], [-1.391, -0.675, -2.228], [-1.003, -0.084, 0.314], [0.399, -0.015, -0.338], [-1.313, 2.191, 1.096], [0.276, -0.956, -0.923], [-1.560, -0.183, -1.145], [-2.122, -2.141, 0.305], [0.709, -0.834, -1.385], [-0.394, 0.826, 0.155], [-0.159, 0.138, -0.044], [0.164, 0.984, -1.046]]}